(1)
This record from OMol25 describes a molecular structure, C34H42N4P2Pb. The level of theory is ωB97M-V with the def2-TZVPD basis set.

The geometry in XYZ format:
```
83
Properties=species:S:1:pos:R:3
Pb 2.47038 3.14033 2.65894
P -0.78688 0.20033 -3.77837
P 1.59837 -2.05387 -2.76740
N 0.55845 -3.28441 -2.02709
N 2.94280 -3.17088 -3.05761
N -2.55585 0.35130 -3.77387
N -0.59607 0.95023 -5.39708
C -4.61857 0.79046 -2.92665
C -0.34874 0.44913 1.20205
C 0.72383 -2.12613 -4.41413
C 4.24866 -4.87237 -3.81395
C 4.25032 -2.67255 -3.22440
C 1.24405 4.71906 8.55454
C -0.01655 -4.47623 -2.47707
C 2.86140 4.02362 6.87298
C -0.75614 1.52016 -7.58801
C 2.96503 -4.52532 -3.41587
C -0.19586 -1.00213 1.73994
C -3.50427 -0.09546 -4.69949
C -0.36218 -0.91928 4.27023
C -3.25532 0.88723 -2.67813
C 0.17379 2.10369 -5.59563
C 0.26670 3.94409 7.92616
C -2.65505 -0.34870 3.24429
C 0.28651 -1.23215 3.14145
C -0.84343 -4.03573 -0.40322
C -1.37466 1.34102 1.83713
C -4.77817 0.18054 -4.21663
C 1.89325 3.21181 6.22266
C -1.84392 -0.88214 4.44111
C 0.78233 4.39774 3.24619
C 2.54417 4.74160 8.03606
C 2.21768 2.36192 5.04560
C 0.09371 2.46789 -6.93615
C 5.06502 -3.69389 -3.68630
C -0.01549 -2.99205 -0.78863
C -1.13093 0.58161 -6.63407
C 0.58937 3.20790 6.78326
C -2.23095 1.02546 2.80856
C -0.71109 -1.54859 -4.36424
C -0.84004 -4.98585 -1.47515
H -1.69451 -0.33201 -6.75088
H 2.08517 -5.13933 -3.35027
H -1.37425 -4.11142 0.53786
H 1.41528 1.65087 4.81169
H -1.11613 -1.56952 1.53285
H -1.34333 -2.10775 -3.65392
H -2.04916 -0.25338 5.32114
H -0.17270 2.59966 6.29289
H -0.75471 3.92315 8.31279
H -5.41800 1.12099 -2.27215
H 0.63064 -1.43771 1.15173
H -0.10484 3.75644 3.14084
H 3.31423 5.33626 8.54185
H 3.87167 4.07412 6.44559
H -5.70822 -0.01519 -4.73994
H 0.72754 5.29045 2.60952
H 4.55831 -5.85081 -4.15008
H -0.61412 0.36541 0.13300
H 3.19750 1.87221 5.11625
H 0.98176 5.30807 9.43069
H 0.20634 -2.03795 -0.34820
H -3.68537 -0.24538 3.61959
H -2.70725 1.26225 -1.82116
H 0.20062 -0.64501 5.16971
H 0.58366 3.30858 -7.39827
H -2.68072 -1.06402 2.41225
H 1.30605 -1.65058 3.17283
H 0.66035 0.91283 1.22295
H 0.71099 2.53402 -4.76302
H 6.12004 -3.62562 -3.91258
H -2.80513 1.82104 3.30685
H -1.36282 2.37439 1.44891
H -1.07685 1.52143 -8.61704
H -1.14948 -1.65718 -5.36547
H -3.21445 -0.61149 -5.60464
H 0.70043 -3.17482 -4.75751
H -1.36386 -5.92733 -1.51425
H 0.97191 4.68035 4.28598
H 1.37465 -1.54925 -5.09751
H -2.21361 -1.89694 4.67201
H 0.17931 -4.85203 -3.46959
H 4.45735 -1.63719 -2.99533
```

As for the total charge: +2. For the energy, the calculation gives -2414.5766 a.u. For the lowest unoccupied orbital energy (spin up / spin down), the calculation gives -7.721 / -8.897 eV. As for the frontier orbital gap (spin up / spin down): 4.212 / 3.037 eV.

Atom charges from the Löwdin analysis, given in e for atoms 1 to 2:
1 Pb 1.264
2 P 1.097

---

(2)
This record from OMol25 describes a molecular structure, C29H52B4N2O14S4. The level of theory is ωB97M-V with the def2-TZVPD basis set.

The geometry in XYZ format:
```
105
Properties=species:S:1:pos:R:3
S 0.82900 2.43835 1.03594
S -1.55692 5.23712 -2.32294
S -0.36288 4.69525 4.60557
S 6.40707 5.60946 0.09980
O -0.60627 4.98281 -3.37891
O 0.11115 -6.04286 -2.38898
O -1.75901 4.91084 4.32992
O -0.58236 -5.54357 1.32123
O 0.57951 1.05781 0.66840
O -1.70799 -8.81999 -2.00310
O 5.92416 4.67263 1.08538
O -0.17045 3.23634 1.69532
O -3.24361 -7.78802 -0.37985
O -1.22833 6.05468 -1.18301
O 6.21591 7.02947 0.23913
O -1.03767 -8.60587 0.32313
O -2.68867 -6.36903 -3.75397
O 0.52473 4.11988 3.62917
N -2.65050 -4.51917 1.29589
N -4.99660 -7.25682 -3.19559
C 2.36296 2.50968 1.95673
C -5.61516 -5.91664 -3.13523
C -3.87417 4.56994 -3.35074
C -2.69424 -7.91971 2.14029
C -1.29616 -2.50037 -1.50204
C 7.03353 5.27932 -2.42555
C 1.43479 3.31549 -0.40793
C -0.51260 -1.54804 -0.84250
C -3.70462 3.67122 -2.11915
C -2.21584 3.66634 -1.75521
C -1.17926 -2.51574 1.26416
C -2.26288 -6.54392 2.75953
C -0.46986 -1.55124 0.55028
C 8.14604 5.29290 -0.21965
C 2.87857 3.71855 -0.09597
C -5.18033 -7.76455 -4.58486
C 8.22448 4.71995 -1.63902
C 3.43844 2.68894 0.89021
C 0.74960 -7.05988 -2.53649
C -2.00439 -3.46101 -0.79335
C -1.71762 -5.54855 1.74036
C 0.36509 6.21919 5.22026
C -1.92778 -3.47539 0.60612
C 0.67867 5.97674 6.70125
C 5.82114 5.11475 -1.51619
C 0.92710 4.47373 6.87870
C -0.20389 3.77455 6.13159
C -3.07494 5.83501 -3.05490
C 0.73724 -8.21208 -1.52205
B -0.73241 -8.56264 -1.03016
B -2.30933 -8.09818 0.60971
B -3.52498 -7.13783 -2.97817
B -2.79290 -7.97889 -1.69016
H 0.80098 4.18225 -0.58879
H 4.37945 3.01682 1.32387
H 1.24227 -9.07538 -1.99304
H 2.89391 4.70919 0.36535
H 0.00510 2.73010 5.91020
H 2.48377 1.60028 2.54229
H -3.34598 -4.93226 0.67902
H -5.28995 -5.35190 -2.24668
H 7.19764 6.33790 -2.64091
H 8.67828 6.23942 -0.14013
H 3.47445 3.77207 -1.00444
H 9.17370 4.97086 -2.11153
H -4.92213 4.79641 -3.54567
H -0.17515 6.27830 7.31256
H -3.76042 -8.15804 2.27027
H -4.28492 4.07937 -1.28864
H 1.37342 -7.17044 -3.45711
H -4.78225 -7.03275 -5.31835
H -4.06584 2.66012 -2.30417
H 0.01995 -0.82431 -1.45969
H -1.58099 -6.70533 3.60513
H 0.94740 4.18832 7.93025
H 1.26933 6.41333 4.64550
H 0.15578 -0.79320 1.03815
H -2.14153 -8.70354 2.68873
H -2.62035 -4.21648 -1.29272
H 2.31393 3.37382 2.61281
H -3.21317 -5.82592 -4.36172
H -6.24928 -7.94480 -4.77441
H -3.46711 4.06859 -4.23240
H -4.59362 -8.69358 -4.66495
H -5.30118 -5.31754 -4.02193
H -6.71441 -5.99281 -3.14839
H -3.57865 6.45497 -2.31312
H -1.67950 2.87138 -2.27183
H 4.97630 5.73580 -1.80685
H -2.06072 3.58083 -0.68031
H 1.38623 2.63597 -1.25843
H -3.16366 -6.08531 3.20095
H 3.61517 1.74024 0.37378
H 1.36869 -7.89279 -0.67205
H -1.11605 -2.49426 2.35576
H 1.88963 4.20404 6.43673
H 5.51686 4.07072 -1.45317
H -1.33107 -2.50026 -2.59563
H -0.34240 7.03393 5.08356
H 8.52296 4.59201 0.52178
H -1.14648 3.86260 6.67226
H 1.53576 6.56826 7.02272
H 6.89478 4.76028 -3.37332
H -2.84937 6.42156 -3.94302
H 8.15589 3.63026 -1.60066
```

For the energy, the calculation gives -3991.5002 a.u. For the lowest unoccupied orbital energy, the calculation gives 0.586 eV. As for the frontier orbital gap: 8.713 eV.

Atom charges from the Löwdin analysis, given in e for atoms 1 to 2:
1 S 0.701
2 S 0.650

---

(3)
This record from OMol25 describes 2 unconnected molecules or ions with the total composition C4H10OSi. The level of theory is ωB97M-V with the def2-TZVPD basis set.

The geometry in XYZ format:
```
16
Properties=species:S:1:pos:R:3
Si -0.83568 0.66277 -0.22780
O -1.30953 2.19234 0.21355
C -2.29861 -0.39389 -0.91463
C 0.03651 -0.26280 1.20548
C 3.20910 -0.05494 -0.39058
C 3.00866 -1.26073 -0.47622
H 0.27119 1.06108 -1.38486
H -2.84384 -0.88221 -0.00371
H -1.90275 -1.06902 -1.61069
H 3.21524 -2.20944 -0.90093
H 0.98144 -0.85437 0.79648
H -0.65793 -0.87325 1.88382
H 0.50395 0.33400 1.99526
H -2.92493 0.24664 -1.33735
H -1.41178 2.48355 1.11147
H 2.95896 0.88026 0.04072
```

For the energy, the calculation gives -522.8942 a.u. The calculation puts the energy above the lowest of the compared OMol25 structures with the same formula, charge and spin at 326.1 kJ/mol. For the lowest unoccupied orbital energy (spin up / spin down), the calculation gives 0.813 / -2.768 eV. As for the frontier orbital gap (spin up / spin down): 7.030 / 7.377 eV. As for the spin multiplicity: 3.

Atom charges from the Löwdin analysis, given in e for atoms 1 to 2:
1 Si 0.476
2 O -0.220

---

(4)
This record from OMol25 describes 2 unconnected molecules or ions with the total composition C4H12NO2. The level of theory is ωB97M-V with the def2-TZVPD basis set.

The geometry in XYZ format:
```
19
Properties=species:S:1:pos:R:3
O -2.58633 -0.14570 1.69623
O 1.33894 -0.90293 -2.19123
N -0.25216 -0.45409 -0.19431
C -0.06446 -1.59972 0.75225
C 1.79268 -0.13642 -1.38212
C 0.95275 0.43242 -0.26435
C 0.60336 1.86098 -0.70090
H 1.18220 2.23109 -1.54726
H 0.94891 -1.82343 1.08182
H 2.81879 0.23055 -1.53184
H 0.61788 2.64518 0.05196
H -0.84985 -1.55667 1.48282
H -0.99417 0.13311 0.17622
H -0.36108 -0.88910 -1.11219
H 1.47242 0.47533 0.69212
H -0.08391 -2.52206 0.20686
H -0.41263 1.83061 -1.12176
H -3.51111 -0.23617 1.43323
H -2.61222 0.42703 2.47244
```

As for the total charge: +1. For the energy, the calculation gives -364.5720 a.u. The calculation puts the energy above the lowest of the compared OMol25 structures with the same formula, charge and spin at 166.1 kJ/mol. For the lowest unoccupied orbital energy, the calculation gives -3.201 eV. As for the frontier orbital gap: 11.648 eV.

Atom charges from the Löwdin analysis, given in e for atoms 1 to 2:
1 O -0.041
2 O 0.103

---

Q: Number 2 is which compound?
A: C29H52B4N2O14S4

---

Q: Look up the energy of the fourth one.
A: -364.5720 a.u.